[1]
{
  "formula": "C28H50AlP2Si",
  "method": "the ωB97M-V functional and the def2-TZVPD basis",
  "charge": 1,
  "gap_ev": [4.77, 4.75],
  "energy_ha": -2310.9184,
  "homo_ev": [-9.260, -9.167],
  "de_lowest_ev": 6.979,
  "species": ["Al", "C", "C", "C", "C", "C", "C", "H", "H", "H", "C", "H", "H", "H", "C", "H", "H", "H", "C", "H", "H", "H", "C", "H", "H", "H", "C", "C", "C", "C", "C", "C", "C", "C", "H", "H", "H", "H", "H", "H", "H", "H", "H", "H", "H", "H", "P", "C", "C", "P", "C", "C", "C", "H", "H", "H", "H", "H", "H", "H", "H", "H", "H", "H", "H", "H", "H", "C", "Si", "C", "C", "C", "C", "H", "H", "H", "H", "H", "H", "H", "H", "H"],
  "xyz": [[0.335724, -0.756894, -0.356693], [-0.700517, -2.544498, 2.285807], [0.568890, -2.554531, 1.557574], [0.848184, -1.447991, 3.586252], [-0.523681, -1.767605, 3.448439], [1.537851, -2.000041, 2.496725], [-1.985288, -3.155696, 1.849537], [-1.858424, -3.682129, 0.893929], [-2.754974, -2.382706, 1.730320], [-2.380273, -3.888965, 2.560325], [-1.613847, -1.177637, 4.279598], [-2.546398, -1.710391, 4.137422], [-1.762230, -0.159887, 3.923094], [-1.358202, -1.171147, 5.335180], [1.373949, -0.551560, 4.623951], [0.888772, -0.740036, 5.593349], [1.195319, 0.501417, 4.343017], [2.460304, -0.648920, 4.753496], [3.025824, -2.083685, 2.368256], [3.418301, -2.822768, 3.087580], [3.523877, -1.120261, 2.573948], [3.350003, -2.397515, 1.363663], [0.934792, -3.708150, 0.684395], [1.083612, -4.613786, 1.287032], [1.835222, -3.508068, 0.112165], [0.168604, -3.910907, -0.052259], [-1.430636, 0.726711, -4.068097], [-1.683817, -0.590257, -4.146199], [-0.959324, -1.577235, -4.967474], [0.559181, -1.275145, -5.105795], [1.280337, -0.784222, -3.896857], [1.637508, 0.543661, -3.774895], [0.975940, 1.673219, -4.496543], [-0.494742, 1.463783, -4.965170], [-1.373692, -1.604856, -5.983957], [0.705036, -0.666041, -6.010442], [-1.084150, -2.600900, -4.594304], [-0.519918, 1.104903, -6.006091], [-2.019421, 1.359760, -3.379993], [-2.638841, -0.947077, -3.769852], [-0.920222, 2.466753, -5.089029], [1.000779, 2.584900, -3.870302], [2.573921, 0.908624, -3.313054], [1.530081, 1.983645, -5.402821], [1.040366, -2.207896, -5.424949], [1.627797, -1.516798, -3.196999], [-1.784174, -0.090148, -0.998697], [-3.202666, 1.005385, -0.964327], [-1.978200, -1.779249, -1.671712], [2.054565, 0.687046, -1.337730], [-0.323790, 0.621198, -1.731733], [3.274036, -0.686924, -1.452367], [2.404743, 2.172964, -0.336783], [-3.093694, 1.658987, -0.081685], [-4.090189, 0.353329, -0.881320], [-3.284470, 1.625051, -1.866024], [-1.300176, -2.018974, -2.508416], [-3.002351, -1.789516, -2.072490], [-1.851044, -2.556390, -0.901557], [2.364992, 3.044822, -1.021910], [3.433838, 2.043881, 0.055919], [1.666909, 2.273391, 0.492842], [-0.314400, 1.688878, -2.053110], [-0.120443, 0.052430, -2.650161], [4.020414, -0.550850, -0.661455], [3.743558, -0.589848, -2.439885], [2.799359, -1.689208, -1.372698], [-1.805111, 4.208547, 2.403236], [-0.638002, 2.914233, 3.084490], [0.962687, 3.803579, 3.492798], [-1.367231, 2.346526, 4.704577], [-0.381380, 1.481061, 1.883363], [-0.185755, 0.520145, 1.110754], [-1.811338, 5.041576, 3.111496], [-2.824104, 3.823040, 2.305996], [-1.498557, 4.584612, 1.422467], [0.703646, 4.569239, 4.234786], [1.721817, 3.140498, 3.924523], [1.407266, 4.296666, 2.619598], [-2.346955, 1.882403, 4.574499], [-0.733548, 1.638706, 5.241994], [-1.491791, 3.231727, 5.337407]],
  "atomic_forces_ev_per_a": [[1.2681, 0.4749, 4.8862], [0.1665, 1.4186, 0.7168], [-0.7873, -0.9286, 0.5282], [2.1758, -0.5528, -2.2599], [-1.7726, -1.0532, -2.0000], [-0.0873, 1.6762, 1.4109], [-0.1975, 0.0574, -0.3923], [-0.1435, 0.0895, 0.2090], [-0.0805, -0.1475, -0.1415], [0.1277, 0.0880, -0.0053], [0.2800, -0.5493, -0.2739], [-0.1838, -0.1305, 0.0757], [-0.0104, 0.1723, 0.1385], [-0.0795, 0.1407, 0.1417], [0.5826, 0.3366, 0.7202], [0.2163, 0.1745, -0.2026], [-0.0866, -0.2894, 0.1115], [-0.2790, -0.0646, 0.0225], [0.3728, 0.1794, -0.1254], [0.0177, 0.2470, -0.2769], [-0.1687, -0.3180, -0.0028], [-0.1445, 0.0378, 0.2916], [0.1557, -0.3958, -0.1970], [0.0552, 0.0518, -0.0957], [0.2951, -0.1109, 0.0402], [-0.3019, -0.2226, -0.1059], [-1.0885, -0.6902, -0.8654], [-1.6245, 1.4301, -1.1026], [0.8433, -0.3406, -0.6886], [-0.6808, -0.6886, -0.9354], [0.7618, 1.8117, -0.7382], [1.4589, -0.5754, -1.2323], [-0.6651, 0.6520, -0.6773], [0.4875, 0.8926, -0.4285], [-0.0468, -0.0213, 0.1017], [0.0931, 0.3220, 0.7062], [-0.1252, 0.1945, 0.1787], [0.0437, -0.4068, 0.5430], [0.1273, -0.5143, -0.7923], [0.3342, 0.1703, 0.2967], [0.0974, -0.0118, 0.1638], [0.1292, -0.4697, 0.0377], [-0.5268, -0.7670, -1.0100], [0.1196, -0.3092, 0.4204], [0.0068, -0.0407, 0.3383], [0.5195, -0.3496, 0.0549], [0.8798, -0.4518, -0.1100], [-0.5377, 0.1159, 0.3899], [-0.9889, -0.3941, -0.5316], [-2.2483, -1.2834, 2.2552], [-0.8753, 1.0571, -2.0495], [0.6561, 0.1119, -0.5898], [0.3173, 0.0817, 0.2714], [-0.2040, -0.3371, -0.2707], [0.2526, 0.4570, 0.1419], [0.0638, -0.2500, 0.2020], [-0.1255, 0.2809, 0.4940], [0.1326, -0.6529, 0.0885], [-0.2683, 0.5628, -0.1287], [0.1013, -0.4222, 0.5309], [-0.5412, 0.2609, -0.0863], [0.4854, -0.1648, -0.5387], [-0.1189, -0.7406, 0.7980], [0.0619, 0.2206, 0.9172], [-0.1374, -0.1479, -0.0957], [0.3294, -0.2868, 0.2668], [0.4083, 0.8358, 0.0844], [-0.0181, -0.2117, -0.2868], [0.1101, -0.2710, -0.2263], [0.1275, -0.2152, -0.2041], [-0.0419, -0.1314, 0.0598], [0.0099, -0.7879, -0.6372], [0.6358, 1.9308, 1.5861], [-0.0874, 0.0108, -0.0949], [0.0388, 0.0649, 0.0634], [0.0210, 0.0271, 0.1118], [0.1621, -0.0654, -0.1173], [-0.1417, 0.1124, -0.0168], [-0.0902, -0.0203, 0.1579], [-0.0080, 0.0684, 0.0325], [0.0059, 0.0399, -0.0228], [-0.0218, -0.0739, -0.0294]],
  "lowdin_charge": [0.2531, -0.2223, -0.2861, -0.2090, -0.1776, -0.2211, -0.0516, 0.0583, 0.0792, 0.0904, -0.0060, 0.0784, 0.0584, 0.0853, -0.0221, 0.0889, 0.0726, 0.0848, -0.0420, 0.0951, 0.0810, 0.0618, -0.0936, 0.1088, 0.0537, 0.0562, -0.1532, -0.1838, -0.1634, -0.1632, -0.1103, -0.2324, -0.1592, -0.1650, 0.1309, 0.1176, 0.1145, 0.1196, 0.0902, 0.0988, 0.1203, 0.1187, 0.0557, 0.1342, 0.1251, 0.0865, 0.9049, -0.1797, -0.2375, 0.9620, -0.4238, -0.2695, -0.2327, 0.0575, 0.0713, 0.0488, 0.0430, 0.0632, 0.0229, 0.0515, 0.0617, 0.0240, 0.0998, -0.0195, 0.0591, 0.0451, 0.0265, -0.1935, 0.4209, -0.1873, -0.1907, -0.1470, -0.2209, 0.0366, 0.0283, 0.0279, 0.0384, 0.0282, 0.0281, 0.0319, 0.0211, 0.0430]
}

[2]
{
  "formula": "C28H50BrCl2NO8S",
  "method": "the ωB97M-V functional and the def2-TZVPD basis",
  "charge": 0,
  "smiles": "C=C[C@H]1[C@](CCCCCOC)(CCCCOC=O)OS(=O)(=O)[C@H](CCCCN(C)C(C)=O)[C@]1(Br)OCCC.ClCCl",
  "gap_ev": 8.98,
  "energy_ha": -5645.9635,
  "homo_ev": -8.976,
  "species": ["C", "C", "C", "C", "C", "C", "C", "C", "C", "O", "C", "C", "C", "C", "C", "O", "C", "O", "O", "S", "O", "O", "C", "C", "C", "C", "C", "N", "C", "C", "C", "O", "C", "Br", "O", "C", "C", "C", "H", "H", "H", "H", "H", "H", "H", "H", "H", "H", "H", "H", "H", "H", "H", "H", "H", "H", "H", "H", "H", "H", "H", "H", "H", "H", "H", "H", "H", "H", "H", "H", "H", "H", "H", "H", "H", "H", "H", "H", "H", "H", "H", "H", "H", "H", "H", "H", "C", "Cl", "Cl", "H", "H"],
  "xyz": [[-4.087683, -1.715465, 0.467181], [-2.827678, -1.554169, 0.034077], [-1.612878, -1.394391, 0.964435], [-0.434574, -2.338865, 0.621629], [-0.125318, -2.582443, -0.883516], [1.017572, -1.713891, -1.484019], [2.398580, -2.449283, -1.507315], [3.194671, -1.965536, -2.755394], [4.635914, -1.541613, -2.448596], [5.130701, -0.807922, -3.585632], [5.020813, 0.579080, -3.378699], [-0.614874, -3.737623, 1.288643], [-1.877161, -4.550411, 0.925500], [-1.783788, -5.394187, -0.384014], [-2.630228, -4.857313, -1.544087], [-3.896022, -5.559104, -1.662415], [-4.035334, -6.219824, -2.831100], [-4.014197, -5.729896, -3.890070], [0.864868, -1.909643, 1.179065], [0.741193, -0.994719, 2.479959], [0.005698, -1.570523, 3.558869], [2.076970, -0.712628, 2.883818], [0.023709, 0.520115, 1.852224], [-0.166895, 1.589763, 2.924104], [1.200268, 2.194383, 3.344023], [1.861701, 2.968092, 2.186290], [3.113564, 2.291083, 1.619163], [3.932823, 3.199200, 0.805672], [4.940261, 2.461939, 0.044940], [3.138748, 3.925880, -0.148803], [2.472264, 3.213240, -1.342464], [2.999598, 5.083983, -0.071879], [-1.323038, 0.143627, 1.067781], [-1.072082, 0.858372, -0.757990], [-2.359189, 0.700661, 1.826330], [-3.351655, 1.484558, 1.175654], [-3.013701, 2.997358, 1.056303], [-3.893612, 3.580292, -0.063315], [-4.556781, -1.022440, 1.164209], [-4.681740, -2.536653, 0.062310], [-2.674439, -1.491629, -1.043124], [-1.995190, -1.693788, 1.943795], [0.230680, -3.610897, -0.957544], [-0.985953, -2.519105, -1.545735], [1.193756, -0.774380, -0.962040], [0.742962, -1.475747, -2.516194], [2.953165, -2.075300, -0.638901], [2.286579, -3.532492, -1.455830], [3.214783, -2.793765, -3.471307], [2.708031, -1.117513, -3.245705], [4.720829, -0.873937, -1.582484], [5.279510, -2.422043, -2.377723], [5.782710, 0.885123, -2.642255], [5.227070, 1.138881, -4.294297], [4.020220, 0.885571, -3.033735], [0.250530, -4.349304, 1.013139], [-0.578401, -3.652353, 2.378693], [-2.817927, -4.002367, 0.958241], [-1.967490, -5.310567, 1.711621], [-2.177509, -6.391909, -0.162966], [-0.747661, -5.553984, -0.690281], [-2.802541, -3.781283, -1.526901], [-2.077718, -5.056321, -2.470860], [-4.216641, -7.307387, -2.751804], [0.737311, 0.903324, 1.119844], [-0.580999, 1.147893, 3.834385], [-0.766849, 2.430980, 2.588133], [1.849802, 1.468281, 3.833767], [0.946046, 2.936033, 4.111925], [1.121653, 3.000844, 1.366412], [2.090775, 4.013242, 2.409045], [3.738211, 1.937727, 2.446527], [2.863076, 1.405087, 1.002107], [5.548327, 3.127914, -0.574659], [4.517220, 1.701343, -0.635934], [5.622246, 1.944528, 0.726121], [3.220767, 3.009563, -2.111660], [1.648269, 3.804475, -1.730729], [2.076590, 2.247421, -0.991750], [-4.225035, 1.461400, 1.843881], [-3.732856, 1.074853, 0.237646], [-1.953798, 3.105834, 0.812463], [-3.206131, 3.457183, 2.028665], [-4.937648, 3.630992, 0.252192], [-3.482968, 4.552066, -0.345212], [-3.852860, 2.921656, -0.937919], [-4.307699, 7.419436, 0.554290], [-5.205792, 6.390800, 1.675980], [-2.563253, 7.288889, 0.807038], [-4.537436, 7.111891, -0.460232], [-4.607810, 8.449759, 0.708995]],
  "atomic_forces_ev_per_a": [[-0.2828, 0.0639, -0.1473], [0.5665, -0.1675, 0.1333], [-0.8906, 1.9533, -0.4583], [0.0752, -1.8554, -0.7169], [0.8466, 0.6525, 0.0291], [0.3226, -0.9648, -0.1198], [-0.1440, 1.7246, -0.3583], [0.1642, -0.6719, 0.6115], [-0.1135, 0.1549, -1.2843], [-0.0780, -0.0067, 0.0154], [0.3573, 0.3009, 0.1813], [-0.8351, 0.0953, -0.0551], [0.4841, -1.1884, -0.0210], [-0.9438, 0.3966, 0.4829], [0.8161, -0.2217, -0.9501], [0.5511, -0.2902, 0.6168], [-0.6949, -1.4117, 1.4286], [0.4237, 1.4039, -2.3503], [-1.1654, 1.1374, 0.7015], [1.9059, 0.4459, 1.4707], [-1.6144, -0.4156, -0.6486], [1.0423, 0.3525, -0.8848], [-1.3029, -0.3050, -1.0523], [1.5769, -0.4620, 1.0662], [-0.5162, 0.9615, 0.1770], [-0.0149, -0.5603, -0.7678], [0.2000, -0.1270, 0.0585], [0.0027, -0.1568, -0.6055], [0.4139, -0.4507, 0.0178], [-0.3629, -1.9317, -1.0554], [0.2729, -0.9381, 0.9195], [-0.2143, 3.1051, 0.6650], [1.1823, -0.4317, 1.4811], [-0.3326, 0.2638, -0.0491], [-0.1702, -0.0269, -1.1912], [-1.0635, 1.1369, 0.8380], [-0.1546, -1.1085, -0.4966], [0.5604, -0.1905, 0.3102], [0.4598, -1.1430, 1.3225], [-0.6684, 1.1568, -1.0850], [0.4015, -1.5419, 0.0575], [0.2994, 0.2850, 0.0810], [-0.1300, 0.0379, -0.0311], [-0.1818, 0.1139, 0.3977], [-0.3411, -0.0225, -0.0675], [-0.0234, 0.0385, 0.1210], [-0.1072, -0.5696, 0.1768], [0.1238, 0.0693, -0.0485], [0.1086, 0.3081, -0.1819], [-0.0829, -0.0743, 0.1506], [-0.1012, -0.4549, 0.2330], [0.0089, 0.1715, 0.4275], [-0.3054, 0.1441, 0.0131], [-0.0063, -0.3843, -0.0994], [0.1184, -0.1469, 0.0419], [0.0292, 0.2115, -0.0033], [-0.0519, 0.3732, -0.1482], [0.2223, 0.1714, -0.0508], [0.0245, 0.3014, 0.1114], [0.0481, 0.0878, -0.1001], [-0.0585, 0.2093, -0.0265], [-0.1866, -0.1151, 0.3060], [-0.1501, 0.2054, 0.0240], [-0.1217, 0.1811, 0.6500], [0.1171, -0.3830, 0.0872], [-0.4543, 0.0769, -0.2817], [-0.2839, -0.3541, -0.2124], [0.0220, -0.0067, -0.3117], [0.0890, -0.1682, 0.0227], [0.1042, 0.2666, 0.1162], [0.0537, -0.1804, 0.2720], [-0.0068, -0.0193, -0.1610], [-0.1463, 0.0019, 0.3533], [-0.1386, 0.1277, 0.1854], [-0.0578, 0.0460, 0.2411], [-0.1422, 0.0975, 0.0206], [-0.1613, 0.0699, -0.0340], [0.1891, 0.1651, 0.0206], [0.0755, 0.0538, -0.2955], [0.2036, -0.3384, 0.0101], [0.6310, -0.1657, -0.0898], [-0.1240, 0.1469, -0.0198], [0.1179, 0.1825, -0.1660], [0.0942, 0.2913, -0.0704], [-0.4644, 0.0631, -0.0280], [0.0964, 0.1493, 0.0307], [-0.0106, 0.0397, -0.0832], [-0.0926, 0.0541, 0.0381], [0.0070, 0.0269, -0.0524], [0.0411, -0.0854, 0.0508], [0.0426, -0.0373, 0.0939]],
  "lowdin_charge": [0.0361, -0.1845, -0.2133, -0.3626, -0.1010, -0.2022, -0.1652, -0.1671, -0.2078, -0.2004, -0.1339, -0.1086, -0.1503, -0.1451, -0.1682, -0.0408, -0.3847, 0.1238, -0.1805, 0.6431, -0.2273, -0.2512, -0.3017, -0.1510, -0.1719, -0.1608, -0.1926, -0.1261, -0.0851, -0.5219, 0.0079, 0.1432, -0.6464, 0.9476, -0.1284, -0.2542, -0.2386, -0.1171, 0.0709, 0.0719, 0.0867, 0.1507, 0.0954, 0.0961, 0.0622, 0.1040, 0.1042, 0.1078, 0.1159, 0.1035, 0.1101, 0.1266, 0.0866, 0.0906, 0.0719, 0.1273, 0.1136, 0.0951, 0.1120, 0.1156, 0.1056, 0.0990, 0.1209, 0.1481, 0.0701, 0.1288, 0.1101, 0.1020, 0.1141, 0.1062, 0.1234, 0.1320, 0.1086, 0.0991, 0.0594, 0.0958, 0.0703, 0.0846, 0.0582, 0.1339, 0.0883, 0.0725, 0.1089, 0.0657, 0.0468, 0.0686, -1.0224, 0.5156, 0.5090, 0.0238, 0.0231]
}